Arrangement A

This record from the OMol25 dataset describes 2 unconnected molecules or ions with the total composition C2H4IN. The level of theory is ωB97M-V/def2-TZVPD.

The geometry in ORCA input format:
```
! RIJCOSX wB97M-V def2-TZVPD def2/J DEFGRID3
* xyz 0 1
H -2.130 0.201 -0.820
N 0.311 1.046 0.763
H -0.681 0.222 -1.965
C 0.844 0.064 1.241
H 0.614 -0.997 0.932
I -0.819 -2.182 -0.716
C -1.242 -0.269 -1.195
H 1.615 0.033 2.015
*
```

Values from the calculation:
M   169.0 g mol⁻¹

Mulliken population analysis, charges in e, atoms 1 to 6: atom 1 (H): 0.3312, atom 2 (N): -0.3841, atom 3 (H): 0.3376, atom 4 (C): 0.0449, atom 5 (H): -0.1236, atom 6 (I): 0.2669

***

Arrangement B

This record from the OMol25 dataset describes a single C2H4IN molecule. The level of theory is ωB97M-V/def2-TZVPD.

The geometry in ORCA input format:
```
! RIJCOSX wB97M-V def2-TZVPD def2/J DEFGRID3
* xyz 0 1
H -0.492 1.354 0.776
H -1.411 -0.193 1.133
C -0.931 0.414 0.424
H 2.357 -0.420 0.036
H -1.660 0.461 -0.373
I 0.156 -1.420 -2.044
C 0.459 -0.205 -0.248
N 1.522 0.009 0.296
*
```

Values from the calculation:
SMILES   [H]/N=C(/C)I
M   169.0 g mol⁻¹

Mulliken population analysis, charges in e, atoms 1 to 6: atom 1 (H): 0.2478, atom 2 (H): 0.2921, atom 3 (C): -0.8291, atom 4 (H): 0.2784, atom 5 (H): 0.3271, atom 6 (I): -0.0400

***

Arrangement C

This record from the OMol25 dataset describes 2 unconnected molecules or ions with the total composition C2H4IN. The level of theory is ωB97M-V/def2-TZVPD.

The geometry in ORCA input format:
```
! RIJCOSX wB97M-V def2-TZVPD def2/J DEFGRID3
* xyz 0 1
H 0.717 2.031 -0.651
H -0.149 -1.424 0.593
I 2.328 -0.053 -0.204
H 0.296 1.310 0.924
C 0.625 1.112 0.023
H -1.799 -1.927 -0.121
N -1.045 0.012 -0.590
C -0.974 -1.061 0.026
*
```

Values from the calculation:
M   169.0 g mol⁻¹

Mulliken population analysis, charges in e, atoms 1 to 6: atom 1 (H): 0.2920, atom 2 (H): 0.1890, atom 3 (I): 0.1357, atom 4 (H): 0.4164, atom 5 (C): -0.7197, atom 6 (H): 0.2152

***

Stability ranking, top entry: arrangement B; the second entry is 252.9 kJ/mol less favorable.

***

Arrangement A

This record from the OMol25 dataset describes 12 unconnected molecules or ions with the total composition H24O12. The level of theory is ωB97M-V/def2-TZVPD.

The geometry in ORCA input format:
```
! RIJCOSX wB97M-V def2-TZVPD def2/J DEFGRID3
* xyz 0 1
H 2.356 -1.774 -3.799
O 1.940 1.548 -0.986
O -1.928 -0.042 1.536
H 2.023 0.661 2.650
H -2.408 -1.499 -0.121
H -2.330 2.719 3.810
H 3.108 1.489 1.983
O 0.585 -2.445 -0.804
H 0.214 -2.570 0.076
O -1.048 -4.505 2.351
H 2.007 0.665 -1.367
O 0.554 4.426 0.374
H 2.364 2.117 -1.638
H -0.478 -4.300 3.101
H 0.959 4.812 -0.411
H -2.336 -2.900 -0.706
H -1.933 -4.282 2.661
O 2.814 -0.943 -3.631
O 0.639 -0.399 -3.706
H -2.437 -0.094 2.353
H -2.589 -0.148 0.842
O -1.487 3.055 3.485
H -0.879 2.316 3.602
H 0.231 3.569 0.074
H -2.524 1.246 -1.590
H 0.671 -1.362 -3.688
H 0.438 -1.023 1.223
O 0.192 -0.276 0.666
O -1.724 1.678 -1.910
O 2.704 0.614 1.970
H -0.030 -1.840 -1.235
H 3.062 -0.995 -2.701
O -1.823 -2.262 -0.197
H -2.036 2.521 -2.257
H 0.874 0.383 0.842
H 0.259 -0.161 -2.852
*
```

Values from the calculation:
SMILES   O.O.O.O.O.O.O.O.O.O.O.O
M   216.2 g mol⁻¹

Mulliken population analysis, charges in e, atoms 1 to 6: atom 1 (H): 0.3012, atom 2 (O): -0.5073, atom 3 (O): -0.4208, atom 4 (H): 0.3002, atom 5 (H): 0.1867, atom 6 (H): 0.2972

***

Arrangement B

This record from the OMol25 dataset describes 12 unconnected molecules or ions with the total composition H24O12. The level of theory is ωB97M-V/def2-TZVPD.

The geometry in ORCA input format:
```
! RIJCOSX wB97M-V def2-TZVPD def2/J DEFGRID3
* xyz 0 1
H -1.009 -5.778 1.293
H 4.144 1.727 2.900
H 2.453 -5.335 -1.155
O -1.513 -6.589 1.228
H -1.922 1.472 -5.123
H 3.976 0.591 -2.488
O -4.361 1.618 -1.120
H -2.119 -6.554 1.968
H -0.773 1.180 4.791
O 0.801 0.444 -0.371
H -3.618 2.205 -0.986
H -2.512 0.227 -4.497
O 4.740 0.333 -3.003
H 1.695 -6.643 -1.227
H -3.772 -3.981 -1.635
H 0.250 -0.296 -0.116
O -3.841 -3.133 -2.073
H 3.465 2.580 3.950
H 2.113 -2.590 3.064
H -4.667 -3.178 -2.554
H -2.284 1.222 4.705
O 3.518 2.444 3.004
H 1.660 6.958 -1.826
O 1.251 -2.443 3.453
O 2.374 6.395 -1.527
H -1.041 5.501 1.327
O -1.497 1.686 4.421
O -1.719 5.030 0.843
O -2.037 0.533 -5.269
H 2.235 5.566 -1.985
O 2.133 -5.991 -1.773
H 1.437 -2.093 4.325
H 1.189 0.749 0.449
H -3.985 0.739 -1.068
H -1.887 4.247 1.367
H 5.125 1.160 -3.293
*
```

Values from the calculation:
SMILES   O.O.O.O.O.O.O.O.O.O.O.O
M   216.2 g mol⁻¹

Mulliken population analysis, charges in e, atoms 1 to 6: atom 1 (H): 0.3155, atom 2 (H): 0.3183, atom 3 (H): 0.3096, atom 4 (O): -0.6303, atom 5 (H): 0.3184, atom 6 (H): 0.3155

***

Arrangement C

This record from the OMol25 dataset describes 12 unconnected molecules or ions with the total composition H24O12. The level of theory is ωB97M-V/def2-TZVPD.

The geometry in ORCA input format:
```
! RIJCOSX wB97M-V def2-TZVPD def2/J DEFGRID3
* xyz 0 1
O 41.119 32.402 2.096
O 39.810 27.375 4.159
H 43.205 33.158 4.706
H 41.386 34.160 4.344
H 43.469 31.447 6.085
H 38.264 29.994 5.330
H 41.784 29.008 7.127
O 40.748 31.999 7.254
H 41.826 34.580 5.656
O 39.012 34.233 6.772
O 39.235 30.593 1.162
O 41.842 33.816 5.141
O 38.485 29.698 4.341
O 43.879 32.486 4.583
H 38.902 34.443 5.918
O 40.694 31.214 4.380
H 40.959 32.196 3.050
H 39.573 33.502 6.910
H 38.961 31.094 0.247
H 40.737 32.294 8.180
H 37.899 30.087 3.657
H 40.447 33.120 1.905
H 40.506 29.888 7.224
H 40.243 27.296 3.343
H 39.499 28.210 4.283
H 39.838 31.096 1.569
O 40.862 29.015 7.258
H 41.602 31.650 7.215
H 39.780 30.792 4.728
O 42.954 30.509 2.883
H 42.684 31.028 2.052
H 42.101 30.486 3.554
H 43.007 30.308 6.895
H 41.112 31.777 5.061
H 43.641 31.742 3.971
O 42.979 31.265 6.803
*
```

Values from the calculation:
SMILES   O.O.O.O.O.O.O.O.O.O.O.O
M   216.2 g mol⁻¹

Mulliken population analysis, charges in e, atoms 1 to 6: atom 1 (O): -0.7651, atom 2 (O): -0.6178, atom 3 (H): 0.4322, atom 4 (H): 0.2819, atom 5 (H): 0.3257, atom 6 (H): 0.3408

***

Arrangement D

This record from the OMol25 dataset describes 12 unconnected molecules or ions with the total composition H24O12. The level of theory is ωB97M-V/def2-TZVPD.

The geometry in ORCA input format:
```
! RIJCOSX wB97M-V def2-TZVPD def2/J DEFGRID3
* xyz 0 1
H -3.137 -1.652 4.282
H 3.884 0.669 -2.614
H -1.111 -0.244 -1.958
H -1.634 1.192 -2.785
H 1.358 -0.369 2.986
H -0.848 0.224 -3.653
H 0.427 3.379 2.679
O -0.116 2.675 3.050
H -3.849 -1.114 -2.146
O 1.091 -0.083 2.105
O 3.653 -0.104 -2.089
H -0.889 3.510 0.781
H -1.044 0.450 0.823
H -0.915 2.136 1.429
O 2.495 -2.833 -0.646
H 2.086 1.497 1.019
H -0.407 3.025 3.899
O -1.178 -0.475 1.059
H 2.884 0.178 -1.581
H -0.958 -1.649 -2.518
O -0.628 2.594 0.631
O 1.493 -1.210 -1.867
H 1.403 -0.786 1.526
O -2.810 -2.119 5.059
H -0.497 -0.944 0.563
H 3.138 -2.556 0.016
H 0.824 1.540 0.172
H 1.361 -0.389 -2.353
O -1.669 0.728 -3.628
H 1.185 -1.893 -2.473
H -2.841 -0.945 -3.271
H -2.474 -1.419 5.630
H 1.976 -3.512 -0.199
O 1.609 2.054 0.394
O -3.219 -0.484 -2.513
O -0.643 -1.074 -1.811
*
```

Values from the calculation:
SMILES   O.O.O.O.O.O.O.O.O.O.O.O
M   216.2 g mol⁻¹

Mulliken population analysis, charges in e, atoms 1 to 6: atom 1 (H): 0.3238, atom 2 (H): 0.2884, atom 3 (H): 0.1255, atom 4 (H): 0.3435, atom 5 (H): 0.2302, atom 6 (H): 0.3920

***

Stability ranking, top entry: arrangement B; the second entry is 73.6 kJ/mol less favorable.